The following is a DFT calculation (the ωB97M-V functional and the def2-TZVPD basis) of a structure of composition C19H13BrF5IN4NaO4S.

The total charge is -1. Its frontier orbital gap is 7.22 eV. The calculation puts the HOMO energy at -5.11 eV.

Each line ends with the natural charge from an NBO analysis.
Cartesian coordinates (Å):
Na: 1.1033 1.1414 0.6527  0.903
N: -0.5280 -1.2958 2.2470  -0.520
C: -0.7603 0.0339 2.4810  -0.142
C: -1.7582 0.3828 1.6130  -0.113
N: -2.1335 -0.6951 0.8499  -0.431
C: -1.3688 -1.6832 1.2497  0.302
C: -1.3429 -3.0467 0.7193  0.287
N: -2.3657 -3.7427 0.2766  -0.434
C: -1.8410 -4.9546 -0.0860  -0.112
C: -0.4945 -4.9854 0.1494  -0.117
N: -0.1849 -3.7579 0.6665  -0.522
H: 0.2441 -1.8354 2.6153  0.448
H: -0.2134 0.5894 3.2230  0.237
H: -2.2298 1.3453 1.4982  0.215
H: -2.4615 -5.7375 -0.4909  0.199
H: 0.2501 -5.7472 -0.0009  0.212
H: 0.7344 -3.4169 0.9517  0.462
C: 4.2646 -1.6020 0.7514  -0.892
S: 2.5746 -1.3329 1.2003  2.402
O: 2.1392 -2.5744 1.8541  -1.050
O: 1.8449 -1.0644 -0.0408  -1.054
O: 2.5544 -0.1711 2.0874  -1.039
H: 4.3064 -2.4520 0.0745  0.234
H: 4.8285 -1.8040 1.6587  0.236
H: 4.6337 -0.7042 0.2615  0.239
F: -0.2678 7.6219 2.7070  -0.310
C: 0.1011 6.5399 1.9917  0.198
C: 0.4621 6.6584 0.6589  0.271
F: 0.4429 7.8727 0.0833  -0.308
C: 0.8391 5.5546 -0.0777  0.230
F: 1.1779 5.7330 -1.3676  -0.311
C: 0.8846 4.2466 0.4633  0.266
O: 1.2322 3.2082 -0.1983  -0.835
C: 0.5035 4.1894 1.8224  0.243
F: 0.5138 2.9674 2.4216  -0.347
C: 0.1262 5.2843 2.5694  0.261
F: -0.2205 5.1374 3.8594  -0.307
Br: -2.3464 1.2866 -5.0324  0.045
C: -1.8235 -0.2786 -4.0973  -0.109
C: -2.3391 -1.4900 -4.5386  -0.241
C: -1.9931 -2.6626 -3.8890  -0.207
C: -1.1278 -2.6251 -2.8052  -0.219
C: -0.6144 -1.4153 -2.3717  -0.152
C: -0.9620 -0.2273 -3.0105  -0.243
I: -0.1633 1.5345 -2.2312  0.233
H: -3.0131 -1.5027 -5.3840  0.220
H: -2.4073 -3.6037 -4.2272  0.210
H: -0.8636 -3.5344 -2.2810  0.223
H: 0.0628 -1.3845 -1.5280  0.239

Forces on the atoms, in the same order (eV/Å):
0.10 0.06 0.01
0.02 -0.01 0.00
-0.02 0.02 -0.01
-0.02 -0.01 0.00
0.01 0.00 0.00
-0.02 0.00 0.00
0.01 -0.02 0.02
0.00 0.01 -0.03
-0.01 -0.01 0.01
0.01 0.01 0.00
-0.01 0.01 -0.01
0.00 0.00 0.00
-0.01 0.00 0.00
0.01 0.00 0.00
0.00 0.00 0.00
0.00 0.00 0.00
0.00 0.00 0.00
0.00 0.01 -0.01
-0.02 0.01 0.03
0.01 0.02 0.00
0.00 0.01 -0.02
-0.01 -0.04 -0.01
0.00 0.00 0.00
0.00 0.00 0.00
0.00 0.00 0.00
0.00 0.01 -0.01
0.00 0.01 -0.02
0.00 0.00 0.01
0.00 0.00 0.00
0.01 -0.02 0.00
0.00 0.00 0.00
-0.01 0.00 -0.01
-0.01 -0.06 0.01
0.00 0.02 0.01
-0.01 -0.01 -0.01
-0.01 -0.02 0.01
0.00 0.00 -0.01
0.00 0.00 0.00
-0.01 -0.01 0.00
0.00 0.00 0.00
0.00 0.00 0.00
0.00 0.00 0.00
0.00 0.00 -0.01
0.01 -0.01 0.02
-0.02 0.03 -0.02
0.00 0.00 0.00
0.00 0.00 0.00
0.00 0.00 0.00
0.00 0.00 0.00

---

The following is a DFT calculation (the ωB97M-V functional and the def2-TZVPD basis) of a structure of composition C19H13BrKN3O3SSe3Te.

The total charge is -2. Its frontier orbital gap is 3.43 eV. The calculation puts the HOMO energy at 0.11 eV.

Each line ends with the natural charge from an NBO analysis.
Cartesian coordinates (Å):
K: -1.4926 0.9243 0.3125  0.860
Se: -1.5041 4.1964 2.9989  -0.779
Se: -3.6727 4.5371 2.2396  -0.292
Te: -3.4142 3.7372 -0.1769  0.039
Se: -5.6763 4.0594 -1.1332  -0.865
Br: 5.0337 3.3199 -2.8685  0.017
C: 3.7853 2.6920 -1.5796  -0.077
C: 4.2588 2.1681 -0.3872  -0.244
C: 3.3525 1.7109 0.5549  -0.239
C: 1.9839 1.7742 0.3156  0.191
C: 1.5374 2.3215 -0.8803  -0.172
C: 2.4325 2.7750 -1.8398  -0.210
N: 0.9728 1.3299 1.2132  -0.416
C: 1.2348 0.7132 2.2724  0.125
C: 0.1714 0.2639 3.2092  0.140
C: 0.5251 -0.3696 4.3885  -0.231
C: -0.4703 -0.8004 5.2531  -0.184
C: -1.7869 -0.5791 4.9072  -0.249
C: -2.0485 0.0773 3.7107  0.076
N: -1.0999 0.4927 2.8849  -0.386
H: 5.3224 2.1178 -0.1984  0.215
H: 3.7335 1.3119 1.4867  0.203
H: 0.4721 2.3850 -1.0766  0.241
H: 2.0719 3.1783 -2.7748  0.235
H: 2.2569 0.4577 2.5730  0.136
H: 1.5730 -0.5188 4.6225  0.203
H: -0.2182 -1.2964 6.1819  0.203
H: -2.6002 -0.8951 5.5457  0.212
H: -3.0677 0.2935 3.4097  0.211
O: -1.0701 0.1976 -4.2686  -0.942
S: -0.2448 -0.4654 -3.2983  2.303
O: 1.1827 -0.2951 -3.4270  -0.963
N: -0.7297 -0.1789 -1.7854  -0.935
C: -1.1230 -1.3023 -1.1531  0.615
O: -1.5181 -1.3723 0.0179  -0.701
C: -1.0613 -2.5258 -2.0383  -0.139
C: -1.4282 -3.8189 -1.7140  -0.173
C: -1.3302 -4.7921 -2.7032  -0.223
C: -0.8758 -4.4633 -3.9808  -0.214
C: -0.5036 -3.1615 -4.2941  -0.221
C: -0.6063 -2.2100 -3.2985  -0.222
H: -1.7801 -4.0379 -0.7139  0.229
H: -1.6123 -5.8155 -2.4848  0.202
H: -0.8147 -5.2355 -4.7384  0.202
H: -0.1514 -2.9010 -5.2842  0.222

Forces on the atoms, in the same order (eV/Å):
-0.92 2.30 0.60
0.40 -0.17 0.09
-0.35 0.05 0.11
0.08 0.13 -0.17
-0.17 -0.03 -0.05
0.01 0.00 -0.02
0.02 -0.01 0.06
-0.04 -0.03 0.02
0.20 -0.03 0.09
-0.22 -0.04 0.16
-0.11 0.04 -0.21
-0.09 -0.04 0.07
0.24 0.41 -0.67
0.09 -0.37 0.62
0.00 0.10 -0.09
0.25 -0.10 0.22
0.16 0.01 0.02
-0.06 0.04 -0.03
0.00 0.18 -0.07
-0.02 -0.26 0.15
0.00 0.01 0.01
0.00 0.02 -0.02
0.16 0.02 0.04
-0.01 0.00 0.00
0.00 0.00 0.12
-0.02 -0.02 0.02
0.03 -0.01 0.00
-0.02 0.01 0.00
0.00 0.03 -0.01
-0.06 0.04 -0.09
0.13 -0.07 0.14
0.02 0.02 -0.04
0.19 -0.61 -0.45
0.06 -0.23 -0.24
0.12 -1.38 -0.43
-0.07 0.03 0.06
0.04 -0.04 -0.08
0.02 0.07 0.03
-0.02 -0.05 0.08
0.04 0.05 -0.06
-0.04 -0.06 0.05
-0.02 -0.02 -0.02
0.00 0.02 -0.01
0.00 0.01 0.00
-0.01 0.01 0.02

---

The following is a DFT calculation (the ωB97M-V functional and the def2-TZVPD basis) of a structure of composition C19H13Cl5N3OPdS.

The total charge is +3. The spin multiplicity is 5. As for the expectation value of S²: 6.054. Its frontier orbital gap (alpha / beta) is 7.99 / 4.49 eV. The calculation puts the HOMO energy (alpha / beta) at -17.86 / -17.85 eV.

Each line ends with the Mulliken spin population.
Cartesian coordinates (Å):
Pd: 0.1118 -0.4392 -0.0378  1.590
O: 2.7986 -0.6323 -0.8736  0.001
C: 3.2210 -1.6185 0.0920  -0.003
C: 2.6261 -1.5161 1.4556  -0.003
C: 3.2109 -2.2408 2.5021  0.003
C: 2.7335 -2.0994 3.8251  0.008
C: 1.6684 -1.1609 4.0267  0.009
C: 1.0936 -0.5506 2.8655  0.004
N: 1.5382 -0.7256 1.6360  0.134
H: 1.9447 -0.9626 -1.1969  -0.005
H: 4.3633 -1.5462 0.1963  0.000
H: 2.9456 -2.6351 -0.2410  0.002
H: 4.1580 -2.7972 2.2787  0.002
H: 2.9772 -2.7264 4.7099  0.000
H: 1.4430 -0.8538 5.0022  0.001
H: 0.3547 0.2177 2.9716  0.009
N: 3.0924 2.1762 -0.8614  0.225
C: 1.7717 2.4874 -0.7160  -0.007
N: 0.8134 1.6032 -1.1682  0.238
C: -0.4341 2.2621 -1.1825  0.162
C: -1.6040 1.7233 -1.6579  0.101
C: -2.7866 2.3893 -1.3672  0.039
C: -2.8071 3.6484 -0.7743  0.217
C: -1.5876 4.1752 -0.2899  -0.043
C: -0.4108 3.5330 -0.5453  0.139
S: 1.2130 4.0193 -0.0563  -0.011
H: 3.1878 1.1757 -1.2003  -0.008
H: 3.7884 2.9214 -0.7135  -0.010
H: -1.5575 0.7913 -2.2120  0.005
H: -3.7515 1.9584 -1.5647  0.005
H: -3.7327 4.2071 -0.6193  -0.001
H: -1.5812 5.1353 0.1686  0.004
Cl: -2.6904 -0.1111 1.4247  0.103
C: -2.7379 -1.0591 -0.0590  0.095
C: -1.5109 -1.2984 -0.6474  0.299
C: -1.2989 -2.1780 -1.7040  0.115
Cl: 0.2917 -2.2152 -2.3637  0.087
C: -2.4279 -2.8692 -2.1878  0.164
Cl: -2.2253 -4.2357 -3.2416  0.137
C: -3.7329 -2.4367 -1.8158  -0.002
Cl: -5.0648 -2.8854 -2.8065  0.002
C: -3.9302 -1.5344 -0.7804  0.106
Cl: -5.4750 -1.0965 -0.2704  0.087

Forces on the atoms, in the same order (eV/Å):
1.59 1.10 1.56
-0.33 -0.83 0.77
1.73 -0.47 -0.36
-0.12 0.35 0.84
0.76 0.25 0.46
-1.96 0.47 -0.32
1.33 -0.51 -3.36
0.75 -0.05 2.81
0.35 -1.07 -1.22
0.61 0.25 -0.50
-1.73 -0.18 -0.37
0.48 0.34 -0.40
-1.17 0.29 0.28
0.61 0.60 -0.96
-0.85 0.24 1.11
-0.60 0.08 0.22
-3.53 0.05 0.10
2.06 -0.52 -0.52
-1.61 1.59 0.22
3.96 -0.51 0.62
-1.96 -0.38 -0.21
0.10 -1.02 -0.70
1.24 0.66 1.12
-0.67 0.58 -0.67
0.17 0.37 0.51
-0.49 -0.74 -0.59
0.82 1.30 0.50
-0.10 -1.01 -0.15
-0.23 0.16 0.07
-0.12 -0.27 -0.56
0.27 -0.26 -0.10
-0.06 0.59 0.43
-0.69 -1.02 -1.61
-0.30 0.28 0.15
0.34 -0.69 0.09
0.13 1.04 0.89
-0.86 -0.77 -0.28
-0.70 -1.98 -1.68
-0.17 1.64 1.05
-0.24 0.02 -1.07
0.46 -0.18 0.56
0.22 0.14 1.32
0.47 0.06 -0.09

---

The following is a DFT calculation (the ωB97M-V functional and the def2-TZVPD basis) of a structure of composition C19H13CsN7OS5Se.

The total charge is -1. Its frontier orbital gap is 3.54 eV. The calculation puts the HOMO energy at -2.63 eV.

Each line ends with the Löwdin charge.
Cartesian coordinates (Å):
Cs: 0.5626 0.9246 -1.4446  0.935
S: 6.5485 6.4001 -0.5585  0.343
C: 5.3361 5.2800 -0.9260  -1.562
S: 3.6925 5.6654 -1.1312  0.845
C: 3.0304 4.0720 -1.3989  -1.217
C: 3.9625 3.0825 -1.4064  -1.212
S: 3.7434 1.3356 -1.6458  0.147
S: 5.6005 3.6173 -1.1441  0.837
S: 1.2796 3.9755 -1.6373  0.158
Se: -5.3408 0.9915 4.6455  1.072
N: -5.4083 0.9936 2.8552  -0.233
C: -4.1846 0.9917 2.4234  -0.328
C: -3.8166 0.9943 0.9948  -0.090
C: -4.7783 1.0049 -0.0115  0.001
C: -4.3687 1.0057 -1.3277  -0.036
C: -2.9995 1.0009 -1.5897  -0.128
N: -2.0813 0.9943 -0.6374  -0.044
C: -2.4749 0.9835 0.6374  -0.139
C: -1.3954 0.9744 1.6935  -0.142
N: -0.1301 0.9644 1.2709  -0.019
C: 0.8491 0.9841 2.1638  -0.101
C: 0.6117 1.0047 3.5389  -0.030
C: -0.6936 1.0014 3.9797  0.000
C: -1.7238 0.9861 3.0418  -0.093
C: -3.1432 0.9884 3.4415  -0.327
N: -3.5498 0.9876 4.6740  -0.232
H: -5.8252 1.0126 0.2629  0.115
H: -5.0832 1.0137 -2.1388  0.105
H: -2.6347 1.0033 -2.6168  0.113
H: 1.8595 0.9959 1.7663  0.120
H: 1.4406 1.0304 4.2322  0.108
H: -0.9424 1.0180 5.0328  0.115
C: 2.4914 -5.2029 -1.9332  -0.045
N: 1.4479 -4.2137 -2.0561  -0.105
C: 0.1324 -4.4037 -1.4655  -0.050
C: -0.3298 -2.9603 -1.2478  -0.490
O: -1.4132 -2.6525 -0.8051  0.050
N: 0.6749 -2.1054 -1.6470  0.071
C: 1.6778 -2.8671 -2.0338  -0.424
N: 2.8705 -2.3470 -2.3459  0.223
H: 2.0831 -6.1816 -2.1814  0.090
H: 2.9166 -5.2427 -0.9248  0.097
H: 3.2952 -5.0119 -2.6426  0.079
H: 0.1902 -4.9286 -0.5080  0.133
H: -0.5511 -4.9385 -2.1250  0.130
H: 2.9945 -1.3416 -2.3101  0.057
H: 3.5772 -2.8813 -2.8138  0.103

Forces on the atoms, in the same order (eV/Å):
0.81 -0.22 -1.34
-0.30 -0.27 -0.13
0.38 0.39 0.06
-0.26 0.33 0.11
-0.63 -0.29 -0.20
-0.33 -0.65 -0.18
0.58 0.40 0.16
0.31 -0.32 0.09
0.76 0.70 0.10
0.09 0.00 -0.10
-0.16 0.00 0.05
0.40 0.00 -0.29
-0.42 -0.04 0.55
-0.03 0.00 -0.09
0.00 0.00 0.06
-0.01 -0.01 0.15
-1.03 0.03 0.29
0.71 0.02 0.39
-0.40 0.00 -0.71
-0.16 0.02 0.71
-0.25 0.04 -0.02
0.00 0.00 0.00
0.08 0.00 0.02
-0.51 0.01 0.44
0.27 0.01 -0.40
-0.04 -0.01 0.17
0.00 0.00 -0.02
0.00 0.00 -0.01
-0.02 0.01 0.14
0.01 0.01 -0.02
0.00 0.00 0.00
0.02 0.00 0.00
0.02 -0.12 -0.04
-0.12 0.12 -0.10
0.17 -0.15 0.04
-0.02 0.22 -0.09
-0.03 -0.04 -0.01
-0.16 -0.52 0.08
0.35 0.29 0.11
-0.07 0.01 -0.09
-0.02 0.01 0.03
-0.01 0.01 0.01
0.00 0.03 0.00
0.00 0.00 0.00
-0.01 -0.01 0.00
-0.01 0.01 0.02
0.03 -0.03 0.05

---

Asked for ΔE to the lowest compared entry with this formula, charge and spin across the records above, the calculation gives 0.000; 1.071; 1.090; 1.540 eV in order.